1.
Computed, not measured: C29H57ClINO4S in the gas phase in a non-equilibrium geometry, with the ωB97M-V functional and the def2-TZVPD basis.

Summary:
**Highest occupied orbital energy**: -0.2876 Ha
**LUMO level**: 0.28 eV
**Gap between HOMO and LUMO**: 8.106 eV

Element x y z (Å)
C (0.6231, 7.0510, -0.7827)
C (-0.4956, 6.1981, -0.5913)
N (-0.6212, 5.0779, -1.5031)
O (0.5454, 4.3587, -1.4311)
C (-1.8367, 4.2778, -1.3840)
C (-1.6170, 3.0145, -2.3535)
I (-0.8950, 3.5656, -4.3440)
C (-2.9046, 2.1241, -2.5734)
C (-2.5951, 0.6492, -2.0277)
C (-2.1552, 3.6492, 0.0331)
Cl (-0.8103, 2.6106, 0.7464)
O (-2.5116, 4.5985, 1.0231)
C (-3.0907, 3.9992, 2.1900)
C (-2.1791, 4.0814, 3.4876)
C (-2.2760, 2.7161, 4.3000)
C (-0.9405, 1.8731, 4.3259)
C (-1.2393, 0.3257, 4.5775)
C (-0.3991, -0.6512, 3.6566)
C (0.3843, -1.7804, 4.4823)
C (0.4283, -3.1773, 3.7070)
C (1.9091, -3.5865, 3.2744)
C (1.9723, -4.2790, 1.8535)
C (3.3991, -4.9644, 1.6379)
C (4.4686, -3.8136, 1.4459)
C (5.4670, -4.0129, 0.2351)
C (4.8065, -4.4813, -1.1223)
C (3.6323, -3.5400, -1.6508)
C (2.2313, -4.2875, -1.5905)
C (1.6714, -4.7049, -3.0277)
C (0.2608, -3.9770, -3.2938)
C (0.4926, -2.9082, -4.4565)
C (-0.1328, -1.5180, -4.0176)
C (0.1213, -0.4924, -5.2263)
S (-3.3931, 5.2099, -1.8819)
C (-4.8884, 4.7087, -0.9437)
O (-3.7358, 5.0191, -3.3296)
O (-3.2633, 6.6904, -1.6810)
H (0.6702, 7.5363, -1.7971)
H (1.3746, 7.2674, 0.0073)
H (-1.2144, 6.5141, 0.1996)
H (0.8906, 4.3162, -0.5181)
H (-0.8226, 2.3281, -1.9520)
H (-3.1777, 1.9858, -3.6562)
H (-3.8265, 2.4526, -2.0356)
H (-2.7489, 0.6005, -0.9064)
H (-3.2756, -0.1228, -2.4672)
H (-1.5355, 0.3354, -2.2084)
H (-3.0301, 2.9347, -0.0386)
H (-3.4425, 2.9436, 2.0577)
H (-4.0180, 4.6065, 2.4239)
H (-2.4699, 4.9019, 4.1886)
H (-1.1055, 4.1807, 3.1560)
H (-2.5273, 2.9675, 5.3738)
H (-3.0974, 2.0327, 3.9530)
H (-0.2773, 2.2030, 5.1775)
H (-0.3212, 1.9480, 3.3972)
H (-1.0265, 0.0508, 5.6455)
H (-2.3280, 0.0748, 4.4081)
H (0.3373, -0.1346, 2.9825)
H (-1.0935, -1.2265, 2.9742)
H (1.4346, -1.4320, 4.6749)
H (-0.1311, -1.9554, 5.4665)
H (0.0539, -3.9651, 4.4248)
H (-0.2490, -3.2015, 2.8147)
H (2.3803, -4.2209, 4.0777)
H (2.4906, -2.6165, 3.2463)
H (1.9205, -3.4486, 1.0940)
H (1.1300, -5.0156, 1.7340)
H (3.3896, -5.7334, 0.8276)
H (3.6152, -5.5115, 2.5998)
H (3.9607, -2.8087, 1.3725)
H (5.0992, -3.7619, 2.3779)
H (6.2684, -4.7597, 0.4952)
H (5.9429, -3.0134, 0.0361)
H (4.4333, -5.5463, -1.0817)
H (5.6175, -4.4642, -1.9018)
H (3.6348, -2.5372, -1.1388)
H (3.8402, -3.3448, -2.7420)
H (1.5217, -3.5990, -1.0446)
H (2.2872, -5.2180, -0.9704)
H (2.4060, -4.5259, -3.8512)
H (1.4535, -5.8116, -2.9969)
H (-0.4989, -4.7360, -3.6124)
H (-0.1049, -3.4264, -2.3917)
H (1.5849, -2.7176, -4.6649)
H (0.0154, -3.3173, -5.3857)
H (-1.2410, -1.6499, -3.8431)
H (0.3551, -1.1354, -3.0786)
H (-0.7437, 0.2224, -5.3141)
H (0.2420, -1.1233, -6.1491)
H (1.0967, 0.0371, -5.0630)
H (-4.9697, 3.6245, -0.6962)
H (-5.7657, 5.1355, -1.4886)
H (-4.8375, 5.2564, 0.0436)

Löwdin population analysis, charges in e, atoms 1 to 8: C 0.03; C -0.14; N -0.20; O -0.09; C -0.45; C -0.64; I 0.93; C -0.30

---

2.
Computed, not measured: a molecular structure, C39H26Cl2F12I2N3O3SY, with the ωB97M-V functional and the def2-TZVPD basis.

Summary:
**Highest occupied orbital energy**: -0.0704 Ha
**Energy above the lowest of the compared OMol25 structures with the same formula, charge and spin**: 9.41 kcal/mol
**LUMO level**: 3.34 eV
**Net charge**: -2
**Gap between HOMO and LUMO**: 5.260 eV

Element x y z (Å)
Y (-0.4282, -0.0325, 0.0734)
I (-0.2481, 4.4711, 6.9621)
C (-0.5390, 3.4981, 5.1200)
C (-1.7863, 3.5289, 4.5158)
C (-1.9664, 2.8778, 3.3101)
I (-3.8196, 2.8954, 2.3490)
C (-0.9225, 2.1701, 2.6519)
O (-1.0941, 1.5722, 1.5368)
C (0.3392, 2.1761, 3.3148)
C (1.4740, 1.4666, 2.6373)
N (1.1517, 0.0630, 2.3361)
C (0.8168, -0.7102, 3.5183)
C (-0.0804, -1.8851, 3.2423)
C (-0.0013, -3.0170, 4.0476)
C (-0.9027, -4.0466, 3.8535)
C (-1.8664, -3.9079, 2.8695)
C (-1.8680, -2.7503, 2.1076)
N (-0.9870, -1.7638, 2.2748)
C (0.5164, 2.8230, 4.5240)
H (-2.6120, 4.0535, 4.9764)
H (1.6743, 1.9542, 1.6805)
H (2.3824, 1.5528, 3.2498)
H (1.9494, -0.3585, 1.8734)
H (1.7076, -1.0559, 4.0599)
H (0.2679, -0.0534, 4.1999)
H (0.7711, -3.0834, 4.8038)
H (-0.8527, -4.9430, 4.4607)
H (-2.6009, -4.6793, 2.6818)
H (-2.6110, -2.5865, 1.3382)
H (1.4897, 2.7979, 5.0011)
C (6.4642, -0.5191, 2.0590)
C (5.2333, -0.1966, 1.2486)
C (4.8690, 1.1180, 0.9683)
C (3.7273, 1.3854, 0.2486)
C (2.8670, 0.3789, -0.2432)
N (1.7175, 0.7498, -0.9410)
C (1.9329, 1.5042, -2.0711)
C (3.2489, 1.6906, -2.5845)
C (3.5471, 2.4723, -3.6799)
C (2.5492, 3.1215, -4.3914)
C (2.8418, 3.9700, -5.6036)
C (1.2488, 2.8757, -3.9776)
C (0.9064, 2.0882, -2.8819)
C (-0.5764, 1.7434, -2.6721)
O (-0.9070, 1.4178, -1.4135)
C (-1.5442, 2.9035, -3.0872)
F (-1.6898, 3.0667, -4.4335)
F (-2.7726, 2.7045, -2.6162)
F (-1.1227, 4.0850, -2.6043)
C (-0.8811, 0.5086, -3.5837)
F (-0.1965, -0.5476, -3.1117)
F (-2.1803, 0.1706, -3.5785)
F (-0.5235, 0.6552, -4.8771)
C (3.2198, -0.9530, 0.0779)
C (4.3956, -1.2009, 0.7947)
C (2.2442, -2.0930, -0.2890)
O (0.9562, -1.7462, -0.1084)
C (2.5049, -2.5316, -1.7605)
F (2.3696, -1.5189, -2.6101)
F (1.6631, -3.5012, -2.1541)
F (3.7606, -3.0178, -1.9322)
C (2.4457, -3.3460, 0.6341)
F (1.4699, -4.2413, 0.4629)
F (2.4045, -2.9702, 1.9306)
F (3.6054, -4.0328, 0.4799)
H (7.2475, 0.2241, 1.8986)
H (6.8646, -1.4981, 1.7912)
H (6.2411, -0.5365, 3.1300)
H (5.4862, 1.9382, 1.3236)
H (3.4549, 2.4100, 0.0234)
H (4.0687, 1.1811, -2.0993)
H (4.5850, 2.5642, -3.9907)
H (3.8742, 4.3265, -5.5915)
H (2.1868, 4.8432, -5.6449)
H (2.6969, 3.4092, -6.5327)
H (0.4569, 3.3131, -4.5703)
H (4.6760, -2.2203, 1.0193)
Cl (-1.5317, -2.6204, -1.2570)
C (-3.2336, -2.5001, -1.5942)
C (-3.7614, -3.4118, -2.4901)
C (-5.1125, -3.3876, -2.7881)
C (-5.9160, -2.4404, -2.1707)
C (-5.3671, -1.5355, -1.2802)
Cl (-6.4540, -0.3880, -0.5507)
C (-3.9895, -1.5012, -0.9457)
S (-3.3421, -0.3432, 0.1574)
H (-3.1003, -4.1340, -2.9517)
H (-5.5340, -4.0924, -3.4933)
H (-6.9772, -2.3900, -2.3769)

Löwdin population analysis, charges in e, atoms 1 to 8: Y 1.39; I 0.74; C -0.75; C -0.25; C -0.63; I 0.89; C -0.45; O -0.25

---

3.
Computed, not measured: 2 unconnected molecules or ions with the total composition C22H26F3N2 in a non-equilibrium geometry, with the ωB97M-V functional and the def2-TZVPD basis.

Summary:
**Highest occupied orbital energy**: -0.4010 Ha
**Energy above the lowest of the compared OMol25 structures with the same formula, charge and spin**: 26.84 kcal/mol
**LUMO level**: -6.25 eV
**Net charge**: +1
**Gap between HOMO and LUMO**: 4.659 eV

Element x y z (Å)
F (1.8596, 5.5087, 1.8311)
C (1.8840, 4.1941, 1.4152)
C (3.1250, 3.6143, 1.1533)
C (3.1055, 2.2849, 0.7190)
F (4.3099, 1.6632, 0.4753)
C (1.9385, 1.5701, 0.5227)
C (0.6716, 2.1760, 0.7927)
C (-0.4891, 1.3758, 0.6089)
C (-1.8323, 1.8628, 0.6436)
C (-2.8963, 0.9909, 1.0207)
C (-4.1672, 1.4881, 1.2741)
C (-4.4508, 2.8561, 1.1304)
C (-3.4359, 3.6813, 0.6486)
F (-3.7069, 5.0213, 0.4845)
C (-2.1609, 3.2219, 0.3576)
C (0.6794, 3.5207, 1.2818)
H (4.0511, 4.1659, 1.2810)
H (1.9430, 0.5464, 0.1470)
H (-0.3284, 0.3045, 0.7156)
H (-2.6645, -0.0663, 1.1756)
H (-4.9579, 0.8143, 1.6045)
H (-5.4265, 3.2691, 1.3725)
H (-1.4099, 3.9075, -0.0306)
H (-0.2444, 4.0184, 1.5697)
C (-0.5862, -4.0646, 1.6330)
C (0.7324, -3.7288, 2.3689)
C (1.6646, -3.1288, 1.3045)
N (0.7881, -2.7337, 0.2229)
C (1.4485, -2.4842, -1.0248)
C (0.5152, -1.7451, -1.9679)
C (1.1917, -1.3501, -3.2851)
C (0.4600, -0.0652, -3.7126)
C (-0.1750, 0.4977, -2.4289)
N (0.0413, -0.4911, -1.3826)
C (-0.3789, -3.6081, 0.1791)
H (-0.8120, -5.1340, 1.6714)
H (-1.4172, -3.5083, 2.0760)
H (0.5477, -2.9801, 3.1444)
H (1.1816, -4.6147, 2.8239)
H (2.2293, -2.2599, 1.6706)
H (2.4063, -3.8839, 0.9721)
H (2.3470, -1.8643, -0.8541)
H (1.7799, -3.4196, -1.5326)
H (-0.3409, -2.4235, -2.1667)
H (2.2539, -1.1362, -3.1054)
H (1.1187, -2.1572, -4.0217)
H (1.1377, 0.6553, -4.1737)
H (-0.3418, -0.3035, -4.4188)
H (0.3135, 1.4284, -2.1165)
H (-1.2433, 0.7383, -2.5583)
H (-0.7829, -0.6481, -0.8139)
H (-0.2138, -4.4900, -0.4777)
H (-1.2622, -3.0868, -0.2202)

Löwdin population analysis, charges in e, atoms 1 to 8: F 0.07; C -0.20; C 0.13; C -0.20; F 0.07; C 0.09; C -0.16; C 0.11

---

4.
Computed, not measured: C4H9NO in the gas phase in a non-equilibrium geometry, with the ωB97M-V functional and the def2-TZVPD basis.

Summary:
**SMILES**: OCCN1CC1
**Highest occupied orbital energy**: -0.3270 Ha
**Energy above the lowest of the compared OMol25 structures with the same formula, charge and spin**: 101.40 kcal/mol
**LUMO level**: 0.89 eV
**Gap between HOMO and LUMO**: 9.788 eV

Element x y z (Å)
O (-1.5732, -1.4232, -0.1764)
C (-0.8685, -0.3985, 0.8621)
C (-0.4109, 1.0564, 0.4969)
N (0.6375, 1.0769, -0.5126)
C (1.7344, 0.1741, -0.2087)
C (0.6253, -0.2890, -1.1160)
H (-2.2485, -1.0393, -0.7754)
H (0.0009, -0.9727, 1.2276)
H (-1.6440, -0.3813, 1.5979)
H (-1.2574, 1.6154, 0.0910)
H (-0.1049, 1.6135, 1.4152)
H (2.6912, 0.4754, -0.6438)
H (1.8500, -0.1825, 0.8181)
H (-0.3097, -1.0341, -0.9111)
H (0.8777, -0.2913, -2.1648)

Löwdin population analysis, charges in e, atoms 1 to 8: O -0.16; C -0.10; C -0.20; N -0.12; C -0.17; C -0.15; H 0.09; H 0.11

---

| no. | calculated total energy (eV) |
| --- | --- |
| 1 | -72126.3199 |
| 2 | -137223.5391 |
| 3 | -34360.2535 |
| 4 | -7827.9227 |